Here is the molecule C4H12N2 in a non-equilibrium geometry from OMol25. Energies are from wB97M-V/def2-TZVPD.

Element x y z (Å)
1 C 0.29 -0.26 2.74
2 C -0.09 -1.00 1.42
3 N -0.32 -0.02 0.39
4 C -0.64 -0.50 -0.95
5 C 0.35 0.16 -1.90
6 N 0.35 1.59 -1.77
7 H -0.06 -0.80 3.68
8 H 1.32 -0.02 2.74
9 H -0.27 0.70 2.68
10 H 0.61 -1.83 1.08
11 H -1.06 -1.54 1.37
12 H -1.27 0.20 0.73
13 H -0.50 -1.64 -1.17
14 H -1.68 -0.10 -1.28
15 H 0.34 -0.24 -2.99
16 H 1.30 -0.11 -1.43
17 H 0.62 2.04 -2.59
18 H 0.95 2.04 -1.03

Computed properties:
* E: -269.0419 Ha
* strongest force on any atom: 2.74 eV/A
* lowest unoccupied orbital energy: 1.2 eV

Here is a structure of composition C8H10N4OS in a non-equilibrium geometry from OMol25. Energies are from wB97M-V/def2-TZVPD.

Element x y z (Å)
1 C -0.33 3.44 1.92
2 C 0.91 -1.43 1.97
3 C -1.93 0.91 -0.54
4 C 1.63 0.32 0.01
5 C 0.36 -1.48 -0.67
6 C 0.18 0.03 -0.31
7 C -0.71 -0.20 0.93
8 C 0.61 -1.73 -2.19
9 N -0.56 2.36 1.70
10 N -0.24 -0.85 2.10
11 N -0.65 0.84 -1.10
12 N -1.89 0.17 0.68
13 O -2.88 1.52 -0.91
14 S 1.79 -1.58 0.44
15 H -0.01 4.44 2.09
16 H 1.33 -2.00 2.79
17 H 2.27 0.66 -0.82
18 H 1.76 1.20 0.78
19 H -0.57 -2.03 -0.32
20 H -0.22 -2.18 -2.72
21 H 1.42 -2.45 -2.41
22 H 1.00 -0.90 -2.77
23 H -0.69 0.80 -2.13
24 H -2.58 0.14 1.48

Computed properties:
* E: -1002.5487 Ha
* total charge: +2
* strongest force on any atom: 2.97 eV/A
* lowest unoccupied orbital energy: -10.2 eV

Here is a structure of composition C5H11N4 in a non-equilibrium geometry from OMol25. Energies are from wB97M-V/def2-TZVPD.

Element x y z (Å)
1 C -1.66 -2.22 0.89
2 C -1.98 -1.64 -0.34
3 C -0.23 -0.59 0.50
4 C -1.02 0.28 -1.70
5 C 1.04 1.69 1.33
6 N -0.53 -1.68 1.28
7 N -1.02 -0.68 -0.57
8 N 2.17 0.17 -0.30
9 N 1.38 0.37 0.75
10 H -1.93 -3.06 1.41
11 H -2.60 -2.00 -1.17
12 H -0.91 1.29 -1.37
13 H -0.05 0.19 -2.27
14 H -1.91 0.15 -2.21
15 H 0.23 2.27 0.79
16 H 0.91 1.60 2.38
17 H 1.95 2.25 1.20
18 H -0.16 -2.00 2.21
19 H 1.95 0.54 -1.22
20 H 2.90 -0.45 -0.14

Computed properties:
* E: -415.7757 Ha
* total charge: +1
* strongest force on any atom: 4.14 eV/A
* lowest unoccupied orbital energy: -3.2 eV

For reference, Kohn-Sham gap by record: 9.84; 8.42; 10.05 eV.
For reference, energy above the lowest of the compared OMol25 structures with the same formula, charge and spin by record: 2.027; 0.000; 4.014 eV.